# 1
Here is a cluster of 2 separate species, C6H15O in total from OMol25. Energies are from ωB97M-V/def2-TZVPD.

Geometry (Å):
H 0.33 -1.19 -1.39
C 0.00 -0.13 -1.22
C -0.92 0.32 -2.36
C -0.64 0.07 0.20
C -1.04 1.51 0.46
C 0.27 -0.45 1.34
C 0.52 -1.95 1.21
H 0.93 0.46 -1.23
H -0.54 0.15 -3.38
H -1.85 -0.23 -2.34
H -1.09 1.39 -2.36
H -1.55 -0.54 0.18
H -0.12 2.10 0.49
H -1.75 1.95 -0.27
H -1.57 1.65 1.42
H 1.24 0.13 1.26
H -0.16 -0.23 2.35
H 1.08 -2.39 2.05
H -0.40 -2.53 1.10
H 1.18 -2.16 0.37
O 2.56 0.86 0.93
H 3.51 1.18 1.20

## Properties
- HOMO level (spin up / spin down): -0.3817 / -0.3819 Ha
- LUMO (spin up / spin down): 0.7 / -2.3 eV
- Multiplicity: 2
- Charge: 0
- Frontier orbital gap (spin up / spin down): 11.06 / 8.04 eV
- Energy: -312.72341 hartree
- Energy relative to the best compared isomer or geometry (same formula, charge and spin): 143.6 kJ/mol

These are the Mulliken partial charges, in e, on atoms 1 to 6: number 1, H, carries 0.3007; number 2, C, carries -0.3478; number 3, C, carries -1.3465; number 4, C, carries 0.3646; number 5, C, carries -1.5420; number 6, C, carries 0.0233

---

# 2
Here is a cluster of 2 separate species, C6H15O4S2 in total from OMol25. Energies are from ωB97M-V/def2-TZVPD.

Geometry (Å):
C -2.05 -1.11 1.43
C -0.62 -1.10 0.88
C 0.53 -1.22 1.92
C 0.18 -1.72 3.31
S 1.27 0.45 2.14
H -2.53 -2.07 1.27
H -2.66 -0.36 0.93
H -2.10 -0.89 2.50
H -0.47 -1.92 0.18
H -0.47 -0.20 0.28
H 1.32 -1.84 1.51
H -0.46 -1.03 3.86
H -0.35 -2.67 3.21
H 1.07 -1.90 3.91
H 1.80 0.67 0.91
H 2.43 0.11 2.72
C -0.85 1.78 -2.86
C 0.18 1.61 -3.95
O 1.44 1.81 -3.26
S 1.36 1.25 -1.80
O 1.89 -0.07 -1.70
O 1.82 2.23 -0.88
O -0.23 1.13 -1.72
H -1.02 2.83 -2.61
H -1.79 1.28 -3.06
H 0.11 2.35 -4.74
H 0.17 0.60 -4.38

## Properties
- HOMO level: -0.5360 Ha
- LUMO: -3.3 eV
- Charge: +1
- Frontier orbital gap: 11.33 eV
- Energy: -1334.64554 hartree

These are the Mulliken partial charges, in e, on atoms 1 to 6: number 1, C, carries -1.3181; number 2, C, carries 0.2228; number 3, C, carries 0.2740; number 4, C, carries -1.6165; number 5, S, carries 0.0340; number 6, H, carries 0.3326